DFT (ωB97M-V/def2-TZVPD) results for a cluster of 2 separate species, C2H6N2O2 in total at a distorted geometry.

2S+1 ... 1
Max |F| ... 0.104 hartree/bohr
Energy relative to the best compared isomer or geometry (same formula, charge and spin) ... 128.8 kcal per mole
Electronic energy ... -339.6274 Ha
Orbital gap ... 10.05 eV

```
12
Properties=species:S:1:pos:R:3:forces:R:3:nbo_charge:R:1
C 0.321690 -0.851446 -0.128556 -1.1 -0.4 3.4 0.119
C -1.087058 -0.309570 -0.135200 -4.1 -1.1 -1.9 0.620
H 2.176815 -0.023161 0.198635 -3.2 -0.4 -3.7 0.433
H 1.432317 -0.266832 -1.603247 1.3 0.4 0.4 0.368
H 0.389030 -1.880336 -0.450994 -0.4 -0.7 0.4 0.173
H -0.584567 0.280022 1.305416 3.5 -1.3 0.8 0.511
H -1.539419 2.092454 -0.031164 1.4 -4.5 0.6 0.460
H 0.170373 1.417408 0.194101 -3.4 -1.4 -1.1 0.468
N 1.296887 -0.053028 -0.612374 4.9 2.1 -0.8 -0.886
N -0.930612 1.107930 0.114736 0.9 4.4 0.8 -0.950
O 0.518103 -0.550343 1.270320 -3.7 0.3 1.5 -0.768
O -2.163555 -0.963100 -0.121671 3.8 2.7 -0.3 -0.547
```
Positions in Å, forces in eV/Å.



DFT (ωB97M-V/def2-TZVPD) results for a cluster of 2 separate species, C3H8N2 in total at a distorted geometry.

2S+1 ... 1
Max |F| ... 0.047 hartree/bohr
Structure (SMILES) ... CC#N.CN
Energy relative to the best compared isomer or geometry (same formula, charge and spin) ... 46.5 kcal per mole
Electronic energy ... -228.5745 Ha
Orbital gap ... 9.38 eV

```
13
Properties=species:S:1:pos:R:3:forces:R:3:nbo_charge:R:1
C 2.290797 -0.009022 0.208893 0.0 -0.9 0.3 -0.721
C 1.143611 0.628958 -0.404833 0.1 2.4 -0.6 0.298
N 0.501535 1.475288 -0.870408 0.5 -1.2 0.3 -0.353
H 2.631420 -0.828149 -0.425634 0.1 0.0 0.2 0.254
H 2.007157 -0.404941 1.185541 0.1 -0.1 -0.1 0.255
H 3.098394 0.708934 0.338379 -0.1 0.1 -0.1 0.259
C -1.577696 -0.623774 0.388635 2.3 0.0 0.0 -0.394
N -2.141111 0.444612 -0.370339 0.3 1.3 -1.0 -0.841
H -1.416381 -0.297818 1.417699 -0.3 -0.1 0.2 0.180
H -2.218905 -1.509251 0.382642 0.4 0.0 -0.1 0.200
H -0.471056 -0.794827 0.029112 -1.9 -0.7 0.5 0.135
H -1.364053 1.116835 -0.617729 -1.4 -0.8 0.4 0.383
H -2.483713 0.093155 -1.261960 0.0 0.1 0.2 0.345
```
Positions in Å, forces in eV/Å.



DFT (ωB97M-V/def2-TZVPD) results for a cluster of 2 separate species, C4H6O2 in total at a distorted geometry.

2S+1 ... 1
Max |F| ... 0.028 hartree/bohr
Energy relative to the best compared isomer or geometry (same formula, charge and spin) ... 25.0 kcal per mole
Electronic energy ... -306.4664 Ha
Orbital gap ... 9.61 eV

```
12
Properties=species:S:1:pos:R:3:forces:R:3:nbo_charge:R:1
C -0.493857 -1.057921 -1.632688 0.0 0.0 0.0 -0.659
C -0.130905 -0.388578 -0.343075 -0.3 0.0 -0.1 0.346
O 1.190770 -0.555459 -0.064796 0.0 0.1 0.2 -0.696
C -0.987518 0.279214 0.434303 0.1 0.0 0.0 -0.563
C 1.942578 1.704165 2.016424 0.3 1.2 0.7 0.493
O 2.161713 2.679155 2.550458 -0.3 -1.2 -0.6 -0.475
H 0.119540 -0.661176 -2.448546 -0.1 0.0 0.1 0.224
H -1.549507 -0.908200 -1.869595 0.2 0.0 0.0 0.219
H -0.291127 -2.132154 -1.565854 0.0 0.1 0.0 0.225
H -2.028369 0.375759 0.148362 0.2 0.0 0.0 0.209
H -0.682049 0.732666 1.373982 0.0 -0.1 -0.2 0.191
H 1.405320 -0.048585 0.732560 0.0 -0.1 -0.1 0.486
```
Positions in Å, forces in eV/Å.



DFT (ωB97M-V/def2-TZVPD) results for a cluster of 2 separate species, C2H3OPS in total at a distorted geometry.

2S+1 ... 1
Max |F| ... 0.044 hartree/bohr
Structure (SMILES) ... C=C=S.O=P
Energy relative to the best compared isomer or geometry (same formula, charge and spin) ... 51.1 kcal per mole
Electronic energy ... -892.6822 Ha
Orbital gap ... 8.14 eV

```
8
Properties=species:S:1:pos:R:3:forces:R:3:nbo_charge:R:1
C -0.465691 0.389014 0.667721 1.5 -0.5 1.6 -0.733
C -1.660703 0.567682 0.213414 -0.2 -0.1 -1.2 -0.015
S -2.956983 0.636692 -0.620806 -0.3 0.1 0.3 0.220
H 0.415457 0.971940 0.800064 0.1 1.8 -1.0 0.301
H -0.151878 -0.331338 1.395336 -1.2 -1.2 0.5 0.285
O 2.496198 -0.299060 -0.186718 1.1 0.8 0.5 -1.009
P 1.360667 -1.173561 -0.477149 -0.7 -1.0 -0.3 1.124
H 0.962930 -0.761369 -1.791862 -0.3 0.1 -0.4 -0.172
```
Positions in Å, forces in eV/Å.



DFT (ωB97M-V/def2-TZVPD) results for a structure of composition C11H41CaN10O10 at a distorted geometry.

2S+1 ... 1
Net charge ... +1
Max |F| ... 0.061 hartree/bohr
Energy relative to the best compared isomer or geometry (same formula, charge and spin) ... 107.9 kcal per mole
Electronic energy ... -2421.1406 Ha
Orbital gap ... 5.20 eV

```
73
Properties=species:S:1:pos:R:3:forces:R:3:mulliken_charge:R:1
Ca -20.155305 -20.043952 -20.706900 2.3 1.7 -0.4 1.392
C -15.831903 -18.520104 -21.452723 -0.7 0.9 0.2 -0.257
C -16.969649 -19.509132 -21.617916 0.8 -0.4 0.6 1.224
O -18.172063 -19.034338 -21.042477 -2.4 -1.3 0.2 -0.252
H -16.173240 -17.515245 -21.726765 0.1 0.0 -0.4 0.469
H -14.966174 -18.810308 -22.027771 0.1 -0.4 0.3 -0.267
H -15.519198 -18.357619 -20.421669 0.1 -0.3 0.1 -0.061
H -16.643415 -20.423048 -21.106710 -0.1 -0.1 -0.1 -1.250
H -17.068216 -19.801012 -22.668616 -0.3 0.2 -0.1 0.402
C -14.227079 -14.027903 -21.665957 0.9 -0.1 1.6 -0.704
O -15.212000 -14.816874 -20.959373 0.0 0.2 -0.9 -0.454
H -14.523809 -13.000314 -21.858942 -0.4 -0.2 -0.3 0.367
H -13.439645 -13.953041 -20.910782 0.1 0.2 -0.1 0.262
H -13.724687 -14.522399 -22.497505 -0.7 -0.1 -0.4 0.245
H -16.057984 -14.727332 -21.411858 0.0 -0.1 0.0 0.236
C -16.584261 -24.136227 -20.629530 -0.6 -0.6 -0.1 -0.718
O -16.149082 -22.897724 -21.174270 -1.0 0.0 0.4 -0.500
H -16.614945 -24.903525 -21.404641 1.0 0.0 0.0 0.261
H -15.965218 -24.366041 -19.762218 -0.1 -0.5 -0.2 0.300
H -17.648909 -24.184039 -20.353867 0.1 0.7 0.4 0.259
H -16.335562 -22.267059 -20.469131 0.5 0.2 -0.1 0.069
C -12.677570 -16.489927 -19.181653 0.6 0.2 0.0 -0.764
O -13.028354 -16.838561 -20.525044 -0.7 0.4 0.4 -0.450
H -13.531830 -16.356243 -18.513462 -0.2 -0.3 -0.2 0.289
H -12.030289 -17.269038 -18.785721 0.0 0.0 0.0 0.293
H -12.138141 -15.538339 -19.187412 0.1 -0.1 0.1 0.307
H -13.747574 -16.215631 -20.715627 -0.1 -0.3 -0.3 0.095
C -15.928861 -19.980883 -25.805107 2.6 -1.6 -0.7 -0.425
O -16.047517 -18.627280 -26.221573 -0.7 -0.4 0.4 -0.611
H -16.310365 -20.763966 -26.464781 -1.2 0.5 0.0 0.398
H -14.869824 -20.273189 -25.893307 0.2 0.4 0.1 0.315
H -16.060906 -20.224137 -24.752892 -0.9 0.8 0.0 -0.038
H -15.594807 -18.550523 -27.068651 0.1 0.1 0.1 0.299
C -12.851002 -17.470366 -24.431536 0.0 0.7 -0.6 0.364
O -12.449012 -17.312557 -25.579169 -0.5 -0.5 0.3 -0.703
N -14.133430 -17.752221 -24.072114 -0.2 0.0 0.7 0.281
N -12.004536 -17.368370 -23.360938 1.0 0.1 0.3 -0.256
H -14.890167 -17.945532 -24.699949 0.3 0.2 -0.6 0.243
H -14.343542 -17.818741 -23.091205 0.2 0.2 -0.3 -0.241
H -12.273565 -17.104183 -22.421622 -0.5 -0.3 0.0 0.258
H -11.102789 -16.989493 -23.606756 0.0 -0.1 -0.2 0.252
C -19.313232 -17.215032 -25.436491 -0.4 1.4 1.0 0.496
O -20.363636 -16.706047 -25.052315 0.1 -0.9 -0.3 -0.662
N -18.302742 -17.512765 -24.560448 0.5 -0.5 -0.9 -0.159
N -18.968259 -17.427984 -26.743416 -0.5 -0.2 0.2 -0.372
H -18.469144 -17.571503 -23.574829 0.0 0.1 0.0 0.095
H -17.497608 -17.936178 -25.009339 0.0 -0.1 0.7 0.227
H -17.998905 -17.289366 -26.961249 0.0 -0.2 -0.4 0.180
H -19.686766 -17.198250 -27.408768 0.3 0.3 -0.1 0.232
C -13.284082 -21.254199 -22.715393 -0.1 0.0 0.0 0.660
O -13.344663 -20.766019 -21.580603 -0.1 0.2 -0.8 -0.634
N -14.006387 -22.385189 -22.999714 -0.1 0.7 1.1 -0.365
N -12.610356 -20.722963 -23.755874 0.3 0.5 0.3 -0.317
H -14.423780 -22.622476 -22.104074 -0.2 -1.1 -0.7 0.252
H -13.771632 -23.036692 -23.723033 0.0 -0.2 0.1 0.193
H -12.215146 -19.802014 -23.639781 0.2 -0.1 -0.1 0.191
H -12.536935 -21.207989 -24.627360 0.0 0.1 -0.1 0.175
C -19.053860 -15.627275 -19.819872 -1.4 0.4 0.2 0.488
O -19.716900 -14.677580 -19.435533 0.9 -0.3 -0.3 -0.631
N -19.335011 -16.315451 -20.982595 -0.2 -0.6 0.0 -0.298
N -18.063235 -16.229669 -19.111028 0.4 0.0 0.8 -0.267
H -18.844208 -17.192676 -21.085260 0.3 0.2 -0.7 0.014
H -19.756257 -15.828754 -21.756970 -0.1 -0.1 0.1 0.192
H -17.568838 -17.031342 -19.452473 0.1 0.2 -0.3 0.194
H -17.672218 -15.748036 -18.319062 -0.2 0.1 0.0 0.158
C -15.535379 -19.431705 -17.415847 0.5 1.6 1.5 0.391
O -15.088753 -19.355447 -16.281078 -0.4 -0.7 -0.5 -0.644
N -16.536252 -18.576378 -17.841036 0.9 -1.6 -0.8 -0.200
N -15.053691 -20.262393 -18.390779 -0.6 -0.5 0.4 -0.178
H -16.937413 -17.913263 -17.209443 -0.1 0.1 -0.2 0.168
H -16.735663 -18.754577 -18.810327 -1.0 0.8 0.1 0.185
H -14.313128 -20.869332 -18.081158 0.2 0.2 -0.4 0.228
H -15.103199 -19.950862 -19.342163 0.5 -0.2 -0.3 0.081
```
Positions in Å, forces in eV/Å.



DFT (ωB97M-V/def2-TZVPD) results for a structure of composition C15H30F7Hf2O9P2 at a distorted geometry.

2S+1 ... 1
Net charge ... +3
Max |F| ... 0.210 hartree/bohr
Energy relative to the best compared isomer or geometry (same formula, charge and spin) ... 0.0 kcal per mole
Electronic energy ... -2743.9789 Ha
Orbital gap ... 3.65 eV

```
65
Properties=species:S:1:pos:R:3:forces:R:3:mulliken_charge:R:1
Hf -2.384444 -6.447742 -15.523787 7.1 2.6 4.2 1.884
Hf 0.712668 -1.583562 -17.922867 -4.2 -3.0 9.5 1.751
F -1.103073 -0.739004 -16.974352 4.2 -1.2 -2.9 -0.571
F -3.230691 -5.719195 -13.585649 1.3 -1.7 -4.8 -0.578
F -0.515900 -7.349573 -16.355924 -3.9 1.3 0.9 -0.612
O 0.393811 -2.790762 -15.963540 0.4 0.6 -0.8 1.337
P 0.178229 -3.744651 -14.826088 -0.3 0.3 -0.1 0.103
O -0.819703 -4.840687 -14.968628 -1.2 -1.3 -0.6 1.052
F -0.263139 -2.907350 -13.593384 0.7 -0.5 -0.6 -0.187
F 1.544441 -4.367410 -14.384564 -1.0 0.7 -0.3 -0.026
O -2.203822 -5.163145 -17.322009 -0.9 -0.5 1.1 -0.643
P -1.892804 -4.228795 -18.460907 -0.3 -0.2 -2.4 0.327
O -0.795524 -3.208067 -18.314542 0.7 1.7 -0.4 -0.576
F -3.177820 -3.533890 -19.019450 1.4 -0.8 1.1 -0.205
F -1.502768 -5.127036 -19.693146 -0.5 0.9 1.4 -0.245
C 2.617780 -5.116164 -11.382826 -1.2 0.7 1.3 -0.523
C 1.458416 -5.738397 -10.621712 -0.4 -1.5 -1.0 0.620
O 1.603794 -6.742192 -9.959987 0.0 0.6 0.1 -0.520
C 0.052773 -5.316144 -11.080513 0.9 0.4 0.7 -0.324
H 2.465557 -4.036554 -11.311754 0.4 0.1 -0.1 0.341
H 2.395034 -5.393768 -12.408771 0.7 -0.2 -0.2 -0.207
H 3.542273 -5.422118 -10.901982 0.2 -0.1 -0.6 0.378
H -0.677931 -5.690746 -10.368043 -0.1 -0.1 -0.2 0.329
H -0.078638 -5.725168 -12.086998 -0.2 0.0 0.1 -0.476
H 0.003752 -4.228598 -11.140013 -0.2 0.0 -0.1 0.370
C 1.667183 -6.263252 -19.319065 -0.1 0.0 1.0 -1.023
C 1.869589 -5.616592 -17.958354 -0.4 -0.3 0.9 0.538
O 1.368138 -4.532140 -17.664856 0.6 0.1 -0.7 0.033
C 2.671879 -6.324700 -16.873337 0.2 -0.1 -0.2 -0.783
H 0.639592 -6.150077 -19.658329 0.1 0.4 0.0 0.150
H 1.822585 -7.338823 -19.258215 0.5 0.1 -0.2 0.405
H 2.342670 -5.745366 -20.000953 0.1 -0.4 -0.3 0.293
H 3.008832 -5.692254 -16.053448 -0.1 0.6 -0.4 -0.158
H 3.538933 -6.824039 -17.307191 -0.1 -0.3 0.0 0.464
H 2.065850 -7.044580 -16.318275 -0.3 -0.4 -0.6 0.219
C 4.851832 -3.014009 -18.597215 -0.6 -1.1 0.6 -1.210
C 4.102680 -2.848851 -17.301466 1.1 0.0 -0.3 0.684
O 2.993462 -2.307909 -17.275192 -2.0 0.9 -0.8 -0.368
C 4.739945 -3.282291 -16.024043 -0.4 0.4 1.0 -0.984
H 5.281464 -2.062531 -18.908745 -0.1 0.0 -0.2 0.370
H 4.143358 -3.445134 -19.307757 0.0 0.5 -0.4 0.332
H 5.619915 -3.779019 -18.490059 0.3 0.3 0.1 0.375
H 5.778482 -2.968688 -15.910964 0.1 0.0 -0.5 0.450
H 4.720526 -4.358994 -15.850614 0.1 -0.1 -0.6 0.270
H 4.203071 -2.868020 -15.169159 -0.2 0.1 -0.1 0.192
C 1.125957 -8.292823 -13.306499 0.2 2.0 0.0 -0.481
C -0.350593 -8.284872 -13.152967 -0.4 -2.2 -0.2 0.690
O -1.097205 -7.551624 -13.798176 -1.6 1.1 -1.4 -0.596
C -0.919412 -9.323441 -12.226477 0.1 0.5 0.7 -1.312
H 1.561087 -9.138673 -13.835427 -0.3 -0.4 0.4 0.460
H 1.515748 -8.145678 -12.295999 0.4 -0.6 0.0 0.330
H 1.429640 -7.400102 -13.859321 -0.1 0.0 -0.2 -0.245
H -1.882071 -9.035254 -11.805968 -0.1 0.1 -0.3 0.398
H -0.227433 -9.447848 -11.392201 0.0 -0.1 0.0 0.404
H -1.016066 -10.312051 -12.678757 0.1 0.1 -0.4 0.366
C 1.945122 -0.358844 -13.679045 -0.9 -0.7 -0.8 -0.520
C 1.601689 0.283019 -14.998568 2.0 1.8 0.4 0.661
O 1.559208 -0.379948 -16.042414 -1.0 -0.8 -2.2 -0.592
C 1.614889 1.794594 -15.033575 -1.3 -0.7 0.0 -1.292
H 1.201612 -0.096891 -12.925200 0.0 0.0 0.0 0.392
H 2.913818 -0.032477 -13.301294 0.0 0.2 -0.2 0.407
H 1.931292 -1.431045 -13.868250 0.2 0.0 0.4 -0.243
H 2.565403 2.224434 -14.719368 0.1 -0.2 0.0 0.373
H 0.877251 2.088773 -14.281207 0.1 0.3 0.1 0.400
H 1.272809 2.194147 -15.985858 0.2 -0.1 -0.1 0.349
```
Positions in Å, forces in eV/Å.